1.
DFT (ωB97M-V/def2-TZVPD) results for a 4-piece molecular cluster, C37H81N5O4S2 overall.

Geometry as XYZ:
```
129
Properties=species:S:1:pos:R:3:forces:R:3
C 2.35853 -1.83746 2.69230 0.11 0.04 0.12
C 2.86758 -3.27385 2.50894 0.05 0.04 -0.13
C 2.05802 -4.17540 1.56711 -0.02 -0.09 -0.02
C 0.53664 -4.24542 1.82099 -0.37 -0.21 0.34
N -0.33840 -3.74461 0.74894 0.56 0.25 -0.47
C -0.32611 -4.56038 -0.47492 0.04 0.01 0.10
C -1.68643 -5.22414 -0.68800 -0.03 0.02 -0.03
C -2.83295 -4.24392 -0.47341 -0.02 0.13 -0.13
C -4.18616 -4.80197 -0.89056 0.01 0.08 0.10
O -5.21565 -4.43450 0.04670 -0.14 -0.15 -0.04
C -5.76915 -3.22432 -0.14703 -0.21 -0.26 -0.03
O -5.37316 -2.41936 -0.95264 0.09 0.27 -0.20
N -6.87619 -3.06891 0.65362 0.54 0.33 0.37
C -7.27305 -1.69257 0.95115 -0.10 -0.11 -0.09
C -6.34261 -0.93167 1.91162 0.01 0.03 0.02
C -5.39114 0.05033 1.22110 0.02 -0.08 -0.02
C -4.97298 1.19107 2.13488 0.12 0.04 0.17
O -4.41071 2.28713 1.39709 -0.09 -0.16 -0.33
C -3.19365 2.02583 0.81705 -0.18 0.04 -0.03
C -3.23429 1.75907 -0.66696 0.04 0.12 -0.01
O -2.18505 2.03164 1.45514 0.22 -0.05 0.13
C -0.41699 -2.35172 0.63990 -0.13 -0.31 0.06
S -1.24088 -1.46321 1.73677 0.03 0.15 0.02
S 0.50278 -1.66908 -0.68690 -0.08 0.01 0.00
C 0.38747 0.11142 -0.39166 -0.03 -0.07 -0.12
C 1.10578 0.86776 -1.50839 0.05 -0.17 0.10
C 2.53232 0.39398 -1.77682 0.01 0.21 -0.09
H 2.98063 -1.12603 2.14647 -0.08 -0.01 -0.08
H 2.38990 -1.54243 3.74161 0.04 0.02 0.00
H 1.32944 -1.70182 2.36607 0.03 -0.02 0.02
H 2.96236 -3.77557 3.47434 -0.14 0.05 0.06
H 3.88322 -3.22108 2.10992 0.04 -0.14 0.07
H 2.43914 -5.19295 1.68651 0.13 0.03 -0.10
H 2.25894 -3.90404 0.52666 -0.14 0.11 0.01
H 0.25200 -3.73419 2.74307 0.09 0.07 -0.04
H 0.25270 -5.29016 1.95827 -0.04 0.00 0.07
H -0.07486 -3.96239 -1.35122 -0.03 0.05 0.02
H 0.45143 -5.32081 -0.38359 0.03 0.02 -0.05
H -1.78796 -6.07747 -0.01063 -0.07 0.02 0.00
H -1.72385 -5.61596 -1.71040 0.05 -0.07 0.04
H -2.88622 -3.94895 0.57555 0.05 -0.08 0.02
H -2.63634 -3.32369 -1.03189 -0.02 0.01 0.03
H -4.47720 -4.43752 -1.87429 0.01 -0.08 -0.05
H -4.19947 -5.89165 -0.89131 0.04 0.01 0.06
H -6.82236 -3.66344 1.46986 -0.20 -0.13 -0.10
H -7.33535 -1.17255 -0.00321 -0.02 0.02 0.00
H -8.28264 -1.73269 1.35788 0.00 -0.06 0.04
H -5.76326 -1.65090 2.49906 -0.07 0.01 0.05
H -6.96638 -0.38648 2.62675 0.02 0.04 -0.03
H -5.88156 0.48277 0.34535 -0.05 0.02 0.04
H -4.51254 -0.48759 0.85566 0.00 0.04 -0.07
H -4.25268 0.87441 2.89575 -0.04 -0.06 0.00
H -5.84343 1.60805 2.63983 0.01 0.04 0.00
H -4.22230 1.88633 -1.09818 -0.03 0.04 0.07
H -2.90951 0.72803 -0.82344 0.00 0.01 -0.03
H -2.52439 2.42163 -1.16317 0.02 -0.07 -0.02
H 0.82284 0.32249 0.58529 0.00 -0.03 0.01
H -0.66833 0.36876 -0.34939 0.02 0.09 0.10
H 0.51732 0.79171 -2.42635 -0.01 0.11 -0.02
H 1.13719 1.91675 -1.20523 -0.13 0.02 -0.09
H 2.55701 -0.57907 -2.26840 0.01 -0.04 0.10
H 3.11052 0.33941 -0.85222 0.00 -0.06 0.00
H 3.03689 1.10117 -2.43744 0.02 -0.03 -0.01
C -2.80196 1.69786 -4.84770 -0.12 0.00 0.03
C -2.40072 2.29017 -6.18891 0.07 0.02 0.06
N -1.29994 3.23343 -6.06043 -0.01 -0.10 -0.06
C -1.07912 4.04050 -7.24730 -0.02 0.08 -0.01
C -0.62455 3.33176 -8.52874 0.02 0.02 -0.01
C -0.10793 2.71868 -5.40757 0.09 0.00 0.06
C 0.60163 1.51305 -6.03997 0.03 0.01 0.01
H -3.04417 2.49831 -4.14647 0.02 -0.02 0.03
H -3.67794 1.05710 -4.95580 -0.01 0.03 -0.03
H -2.00993 1.08843 -4.41169 0.00 -0.03 -0.02
H -3.24748 2.84622 -6.60069 0.00 -0.01 -0.01
H -2.19697 1.47283 -6.89901 0.04 0.00 0.01
H -0.35298 4.81638 -6.98874 0.00 -0.01 0.00
H -2.01862 4.56157 -7.45549 -0.01 -0.02 0.00
H 0.42275 3.03454 -8.48630 -0.02 -0.02 0.02
H -0.73913 4.00637 -9.37919 0.01 0.00 0.00
H -1.22259 2.44242 -8.73237 -0.01 0.01 0.00
H -0.37938 2.45037 -4.38473 -0.01 0.04 0.02
H 0.59679 3.54946 -5.31507 0.00 0.00 -0.03
H -0.11015 0.75292 -6.36648 -0.01 -0.01 0.02
H 1.26189 1.04793 -5.30433 0.01 0.01 0.00
H 1.21375 1.79145 -6.89679 -0.05 -0.01 -0.02
C 8.95845 2.90161 -2.64494 0.00 -0.03 -0.01
C 7.44766 2.95006 -2.80941 -0.01 0.01 0.00
N 6.75955 3.46530 -1.63722 0.03 0.03 -0.07
C 5.32299 3.25961 -1.67650 -0.09 -0.07 0.05
C 4.51262 3.98962 -2.75576 -0.02 0.00 0.02
C 7.20250 4.76791 -1.16490 0.01 0.03 0.04
C 7.12619 5.94802 -2.14269 0.00 0.01 0.03
H 9.23223 2.32294 -1.76174 0.00 0.02 0.01
H 9.40790 2.43030 -3.51989 0.00 -0.01 0.01
H 9.39470 3.89655 -2.55209 0.00 0.01 -0.01
H 7.07717 1.93297 -2.96714 -0.01 0.01 -0.02
H 7.21067 3.50734 -3.73024 0.00 0.02 0.02
H 4.92145 3.52074 -0.69312 0.01 0.00 0.00
H 5.15905 2.18378 -1.79347 0.04 0.00 -0.01
H 4.38945 5.04866 -2.53262 0.03 0.00 -0.01
H 3.51296 3.55353 -2.82077 -0.01 0.01 0.01
H 4.97421 3.89965 -3.74010 0.00 -0.01 0.00
H 8.23586 4.66782 -0.82674 0.01 -0.03 -0.02
H 6.62256 4.99709 -0.26723 -0.01 0.01 -0.02
H 7.48708 5.67080 -3.13460 0.02 0.00 0.01
H 7.75388 6.76540 -1.78314 -0.01 0.01 0.01
H 6.11417 6.33552 -2.25024 0.00 -0.03 -0.03
C -0.04836 0.65564 8.38637 0.01 0.03 -0.02
C -0.51563 -0.11502 7.16176 0.00 -0.02 -0.01
N 0.15407 -1.39533 7.00018 -0.04 0.03 0.04
C -0.07974 -2.00461 5.70282 0.01 -0.04 -0.17
C -1.50387 -2.45008 5.34722 0.02 -0.09 -0.01
C 0.09120 -2.29114 8.14347 0.02 -0.03 0.03
C -1.29580 -2.70189 8.65625 0.01 -0.03 0.02
H 1.03322 0.79620 8.36430 0.00 -0.02 0.01
H -0.52368 1.63717 8.40508 0.02 0.01 0.00
H -0.30985 0.15005 9.31659 -0.01 0.00 0.00
H -0.28866 0.47143 6.26713 -0.03 0.00 -0.01
H -1.61354 -0.20356 7.19760 0.00 -0.02 0.01
H 0.59377 -2.86315 5.61162 0.01 0.00 0.02
H 0.24636 -1.28374 4.94670 -0.01 0.03 0.02
H -1.79108 -3.36592 5.86395 -0.01 0.02 0.05
H -1.56672 -2.64136 4.27320 -0.01 0.01 0.07
H -2.23912 -1.67945 5.58368 0.00 0.02 -0.01
H 0.63708 -1.82443 8.96617 0.00 0.03 -0.01
H 0.66439 -3.18466 7.88198 -0.02 -0.01 0.00
H -1.97435 -1.84840 8.70168 0.01 0.01 0.02
H -1.21073 -3.10653 9.66663 0.00 -0.01 0.00
H -1.75993 -3.46607 8.03449 -0.01 0.04 -0.03
```
Positions in Å, forces in eV/Å.

HOMO energy   -7.9130 eV
E   -76993.5074 eV
2S+1   1
Structure (SMILES)   CCCCN(CCCCOC(=O)NCCCCOC(C)=O)C(=S)SCCC.CCN(CC)CC.CCN(CC)CC.CCN(CC)CC

2.
DFT (ωB97M-V/def2-TZVPD) results for an isolated ion of composition C4H12N3S and charge -1 at a distorted geometry.

Geometry as XYZ:
```
20
Properties=species:S:1:pos:R:3:forces:R:3
N 1.97679 2.42043 0.60199 0.00 0.19 -0.07
C 1.17634 1.52479 -0.23277 0.46 0.46 0.23
N 1.43774 0.10969 -0.00159 -0.29 0.03 -0.52
C 0.39336 -0.54541 0.78171 0.31 -0.65 0.01
C -1.00410 -0.64499 0.15245 -0.28 0.53 -0.44
N -1.79950 -1.55323 0.95277 -0.14 -0.03 1.08
C -1.05634 -0.98198 -1.34624 0.60 -0.21 0.07
S -2.65656 -0.57187 -2.08854 -0.14 -0.18 -0.06
H 2.95835 2.15427 0.58226 -0.27 -0.11 0.09
H 1.64446 2.37620 1.55545 0.19 -0.07 0.11
H 1.38364 1.80284 -1.26477 0.03 -0.26 -0.15
H 0.14387 1.80495 -0.03919 -0.26 -0.12 -0.07
H 1.42592 -0.36251 -0.90053 0.22 0.12 0.05
H 0.73207 -1.56840 0.97261 0.04 -0.05 0.05
H 0.34819 -0.07071 1.76337 -0.21 0.07 0.07
H -1.50410 0.32229 0.21757 0.06 0.17 0.10
H -1.82207 -2.49395 0.58615 -0.04 0.06 -0.27
H -2.74999 -1.22100 1.05361 0.09 -0.18 -0.37
H -0.76412 -2.04472 -1.45341 -0.30 0.01 0.01
H -0.26395 -0.45670 -1.89290 -0.07 0.22 0.08
```
Positions in Å, forces in eV/Å.

Charge   -1
HOMO energy   -2.5278 eV
E   -19648.8600 eV
2S+1   1
Energy above the lowest of the compared OMol25 structures with the same formula, charge and spin   126.1 kJ/mol
Structure (SMILES)   NCNC[C@H](N)C[S-]

- 2S+1 of number 2 (C4H12N3S)?
  1